# 1
This record from the Open Molecules 2025 dataset describes 2 unconnected molecules or ions with the total composition C10H16S in a non-equilibrium geometry. The level of theory is ωB97M-V/def2-TZVPD.

Each line ends with the Löwdin charge.
CARTESIAN COORDINATES (ANGSTROEM)
C -1.858 -3.622 0.361  0.01
C -0.212 1.951 2.227  -0.01
C -0.870 -2.819 0.956  -0.20
C -0.945 -1.406 0.887  -0.24
C -0.179 -0.554 1.692  -0.19
C -0.054 0.769 1.705  -0.14
C 2.530 0.830 -0.220  -0.14
C 0.514 2.196 -0.964  -0.13
C -0.725 0.023 -2.473  -0.35
C 1.113 0.908 -0.530  -0.65
S 0.504 -0.528 -1.288  0.97
H -1.862 -4.663 0.445  0.00
H -2.784 -3.253 -0.200  0.08
H -0.019 2.936 1.853  0.03
H -0.906 2.216 3.076  0.08
H -0.025 -3.248 1.493  0.10
H -1.586 -1.046 0.109  0.07
H 0.543 -1.176 2.409  0.16
H 2.725 1.569 0.558  0.09
H 2.801 -0.118 0.028  0.04
H 3.089 1.070 -1.151  0.10
H 0.699 2.934 -0.192  0.06
H 0.985 2.658 -1.847  0.10
H -0.520 2.127 -0.927  0.05
H -1.158 -0.956 -2.952  0.09
H -0.404 0.721 -3.216  0.04
H -1.398 0.482 -1.838  -0.01

Cartesian forces (eV/Å) of the 6 atoms listed first:
C 0.759 2.860 0.448
C -1.959 0.910 1.225
C -2.530 -2.128 -1.316
C 1.033 1.536 0.331
C 0.594 -4.567 1.508
C 0.808 1.996 -1.351

Output
- energy above the lowest of the compared OMol25 structures with the same formula, charge and spin (kJ/mol) = 591.9
- 2S+1 = 1
- lowest unoccupied orbital energy (spin up / spin down) (eV) = 0.22 / -0.02
- Kohn-Sham gap (spin up / spin down) (eV) = 6.925 / 6.600

***

# 2
This record from the Open Molecules 2025 dataset describes a molecular structure, C10H17AsCrF6N4O4 in a non-equilibrium geometry. The level of theory is ωB97M-V/def2-TZVPD.

Each line ends with the Löwdin charge.
CARTESIAN COORDINATES (ANGSTROEM)
Cr -0.283 0.006 0.565  1.06
N -0.585 0.044 2.594  -0.01
C 0.489 -0.132 3.629  -0.15
C 1.739 0.660 3.262  -0.16
C 2.841 -0.210 2.655  -0.16
C 2.373 -1.146 1.557  -0.16
N 1.676 -0.400 0.446  0.00
H -1.015 0.960 2.740  0.09
H -1.328 -0.638 2.759  0.14
H 0.689 -1.200 3.707  0.13
H 0.071 0.182 4.584  0.14
H 2.129 1.167 4.143  0.13
H 1.465 1.470 2.576  0.11
H 3.294 -0.835 3.427  0.14
H 3.645 0.427 2.276  0.13
H 1.678 -1.908 1.911  0.12
H 3.221 -1.667 1.112  0.14
H 1.762 -0.928 -0.421  0.13
H 2.153 0.491 0.283  0.14
C 0.669 1.677 -2.833  0.04
C -0.089 0.418 -2.632  -0.28
N -0.342 -0.230 -1.492  0.05
C -1.048 -1.370 -1.830  -0.11
C -1.231 -1.419 -3.176  -0.01
N -0.619 -0.292 -3.645  0.23
C -1.863 -2.346 -4.178  -0.44
O -2.445 -3.446 -3.732  0.20
O -1.775 -2.048 -5.331  0.19
C -1.416 -2.233 -0.726  -0.37
O -1.995 -3.262 -0.690  0.24
O -0.949 -1.603 0.462  -0.11
H 0.859 2.171 -1.887  0.07
H 0.105 2.357 -3.472  0.11
H 1.619 1.466 -3.328  0.11
H -0.593 -0.071 -4.637  0.20
H -2.420 -3.545 -2.768  0.11
F 0.019 1.791 0.258  -0.36
As -1.982 2.678 0.280  0.95
F -1.589 2.739 1.937  -0.17
F -2.134 0.843 0.583  -0.28
F -3.604 2.987 0.403  -0.09
F -1.913 2.229 -1.352  -0.15
F -1.279 4.164 -0.017  -0.12

Cartesian forces (eV/Å) of the 6 atoms listed first:
Cr 0.224 -0.988 -0.732
N 0.141 0.086 0.056
C -0.106 -0.051 -0.001
C 0.002 0.008 -0.030
C 0.009 0.028 -0.025
C 0.000 -0.048 -0.055

Output
- net charge = +2
- 2S+1 = 3
- lowest unoccupied orbital energy (spin up / spin down) (eV) = -11.18 / -9.39
- Kohn-Sham gap (spin up / spin down) (eV) = 5.760 / 7.567

***

# 3
This record from the Open Molecules 2025 dataset describes a molecular structure, C10H17AuNO in a non-equilibrium geometry. The level of theory is ωB97M-V/def2-TZVPD.

Each line ends with the Löwdin charge.
CARTESIAN COORDINATES (ANGSTROEM)
C -0.288 1.069 -3.067  -0.22
C 1.073 1.029 -2.719  -0.23
C 1.219 1.361 -1.332  -0.18
C -0.052 1.662 -0.806  -0.19
C -1.049 1.334 -1.837  -0.28
Au -0.806 -0.883 -1.284  0.81
N -3.695 -0.159 -0.044  0.10
C 0.727 -2.085 -1.369  -0.39
C 2.156 -1.853 -1.510  0.01
H 2.165 1.356 -0.776  0.09
H 1.913 0.812 -3.380  0.07
H -0.268 2.110 0.172  0.07
H -2.086 1.647 -1.792  0.05
H -0.708 0.981 -4.070  0.07
H 2.631 -2.000 -2.452  0.02
H 0.615 -2.439 -0.323  0.03
H -3.009 -0.925 0.050  -0.13
H 2.718 -1.758 -0.600  0.04
H 0.235 -2.813 -2.111  0.06
C -1.594 -0.105 2.740  -0.09
C -0.252 0.171 2.089  -0.67
C 0.904 0.367 3.078  -0.09
O 0.038 -0.759 1.097  -0.36
H -1.616 -1.116 3.169  0.07
H -2.393 -0.046 1.990  0.02
H -1.816 0.633 3.522  0.06
H -0.353 1.136 1.581  0.06
H 1.160 -0.570 3.592  0.06
H 1.803 0.725 2.558  0.06
H 0.630 1.119 3.835  0.06

Cartesian forces (eV/Å) of the 6 atoms listed first:
C 0.796 -0.160 0.482
C -0.495 0.625 -0.185
C -0.694 0.701 0.036
C 0.376 -0.151 -0.897
C 1.041 0.264 0.194
Au -1.908 2.365 0.670

Output
- energy above the lowest of the compared OMol25 structures with the same formula, charge and spin (kJ/mol) = 48.0
- net charge = -1
- 2S+1 = 3
- lowest unoccupied orbital energy (spin up / spin down) (eV) = 3.03 / 2.58
- Kohn-Sham gap (spin up / spin down) (eV) = 6.262 / 5.819